No. 1
This record from the OMol25 dataset describes the molecule C21H18N4O3S2 in a non-equilibrium geometry. The level of theory is the ωB97M-V functional and the def2-TZVPD basis.

Computed properties:
**SMILES**: COc1ccc(CN2CN(S(=O)(=O)c3cccs3)c3nc4ccccc4nc32)cc1
**Strongest force on any atom**: 1.60 eV/Å
**DFT total energy**: -2052.14080 Ha
**Orbital gap**: 8.009 eV
**Highest occupied orbital energy**: -7.84 eV
**Relative energy (zero: lowest compared OMol25 entry of this formula, charge and spin)**: 94.3 kJ/mol

Last column: natural (NBO) charge in e.
Cartesian coordinates (Å):
1 C 2.55455 -6.85047 0.18352  -0.25
2 H 1.75667 -7.49587 0.56535  0.18
3 O 2.81042 -5.77430 1.05266  -0.49
4 C 1.81364 -4.87853 1.29061  0.30
5 C 0.53186 -4.94995 0.75863  -0.27
6 C -0.39977 -3.97389 1.06851  -0.17
7 C -0.08295 -2.92308 1.91085  -0.06
8 C 1.19936 -2.85965 2.44665  -0.17
9 C 2.13671 -3.82046 2.14248  -0.25
10 H 3.13507 -3.77656 2.54798  0.22
11 H 1.46449 -2.04260 3.10156  0.21
12 C -1.08143 -1.84221 2.22505  -0.22
13 N -0.61759 -0.57229 1.71312  -0.40
14 C 0.00142 -0.36484 0.52924  0.35
15 N 0.45207 -1.23443 -0.32109  -0.47
16 C 1.03953 -0.69156 -1.43374  0.18
17 C 1.58198 -1.55278 -2.39569  -0.22
18 C 2.15774 -1.04396 -3.53400  -0.22
19 C 2.20627 0.33515 -3.74965  -0.22
20 C 1.68225 1.20255 -2.82186  -0.20
21 C 1.09800 0.70828 -1.65152  0.07
22 N 0.57050 1.60371 -0.74817  -0.43
23 C 0.06631 1.05991 0.30636  0.35
24 N -0.54636 1.69400 1.35607  -0.66
25 S -1.30040 3.21608 1.23775  2.34
26 O -0.42665 4.21289 1.75989  -0.90
27 O -2.58199 3.03798 1.85228  -0.93
28 C -1.47703 3.44820 -0.49488  -0.57
29 C -0.81357 4.34000 -1.27906  -0.16
30 C -1.17840 4.22185 -2.63563  -0.27
31 C -2.10182 3.24468 -2.84264  -0.37
32 S -2.55185 2.45108 -1.38700  0.50
33 H -2.54750 2.94166 -3.76925  0.24
34 H -0.77057 4.83365 -3.41939  0.23
35 H -0.09662 5.03318 -0.88196  0.25
36 C -1.06183 0.68815 2.26530  -0.01
37 H -2.16015 0.76363 2.32498  0.21
38 H -0.64774 0.84613 3.27314  0.19
39 H 1.71065 2.27200 -2.96299  0.22
40 H 2.66078 0.71885 -4.65108  0.21
41 H 2.57760 -1.71261 -4.27119  0.21
42 H 1.53404 -2.61376 -2.20609  0.22
43 H -2.06056 -2.09211 1.79392  0.20
44 H -1.19729 -1.73148 3.30868  0.21
45 H -1.38777 -4.03616 0.63685  0.21
46 H 0.24759 -5.75223 0.09616  0.21
47 H 2.29185 -6.50260 -0.82065  0.18
48 H 3.48272 -7.41792 0.13575  0.20

Atoms 1-6, force components in eV/Å:
-0.042 -0.166 -0.123
0.020 0.035 -0.025
0.012 0.264 0.188
-0.076 0.138 0.045
0.210 -0.281 -0.123
0.002 0.192 0.330

---

No. 2
This record from the OMol25 dataset describes a cluster of 4 separate species, C21H18O13 in total in a non-equilibrium geometry. The level of theory is the ωB97M-V functional and the def2-TZVPD basis.

Computed properties:
**SMILES**: O=C1C=C(O)C(=O)C=C1O.O=C1C=C(O)C(=O)C=C1O.O=C1C=C(O)C(=O)C=C1O.CC(C)=O
**Strongest force on any atom**: 11.13 eV/Å
**DFT total energy**: -1788.68139 Ha
**Orbital gap**: 6.133 eV
**Highest occupied orbital energy**: -8.88 eV
**Relative energy (zero: lowest compared OMol25 entry of this formula, charge and spin)**: 221.4 kJ/mol

Last column: natural (NBO) charge in e.
Cartesian coordinates (Å):
1 C -0.67074 -3.97294 0.27252  -0.35
2 C -0.61763 -3.28712 1.66539  0.36
3 C 0.34013 -2.22114 1.95667  0.42
4 O 0.43976 -1.74894 3.01092  -0.47
5 C 1.39492 -2.03080 0.94251  -0.39
6 C 1.31829 -2.74576 -0.42126  0.34
7 C 0.38006 -3.79818 -0.64040  0.34
8 O 0.58298 -4.54404 -1.70661  -0.50
9 O 2.23618 -2.43539 -1.46608  -0.61
10 O -1.73501 -3.36472 2.48317  -0.64
11 H -1.48258 -4.76273 -0.05046  0.27
12 H 1.97855 -1.22322 1.24315  0.24
13 H 2.70657 -1.57749 -1.00919  0.49
14 H -1.85064 -2.63683 3.04021  0.50
15 C 3.59154 4.86730 4.61827  -0.43
16 C 2.75691 6.08913 4.60849  0.38
17 C 1.88467 6.38515 3.38929  0.39
18 O 1.30797 7.49093 3.30840  -0.59
19 C 1.77291 5.51271 2.32749  -0.40
20 C 2.52553 4.07795 2.49634  0.44
21 C 3.59118 3.87099 3.64615  0.44
22 O 4.21195 2.90550 3.62949  -0.48
23 O 2.14484 2.91636 1.80117  -0.65
24 O 2.90050 7.11613 5.39263  -0.60
25 H 4.39048 4.62008 5.48077  0.25
26 H 1.04389 5.65514 1.69743  0.21
27 H 1.33812 3.02129 1.13313  0.53
28 H 2.06459 7.64298 5.10954  0.52
29 C -3.29539 -2.55540 -2.71287  -0.40
30 C -2.45679 -3.76319 -3.06924  0.39
31 C -1.48103 -3.75207 -4.24891  0.42
32 O -1.00132 -4.74466 -4.77571  -0.50
33 C -1.23781 -2.45605 -4.84437  -0.40
34 C -1.97819 -1.20485 -4.34299  0.35
35 C -3.09591 -1.31285 -3.35806  0.42
36 O -3.84597 -0.39282 -3.21362  -0.49
37 O -1.65335 0.04111 -4.80254  -0.60
38 O -2.51285 -4.96792 -2.44910  -0.66
39 H -3.89061 -2.76436 -1.84786  0.25
40 H -0.58606 -2.43055 -5.75050  0.24
41 H -1.07863 -0.12095 -5.42844  0.47
42 H -2.12895 -5.73112 -2.66699  0.52
43 C -0.04844 0.75568 -1.36397  -0.74
44 C -0.83059 0.88589 -0.01824  0.61
45 O -0.42158 1.49631 0.87715  -0.57
46 C -2.03188 0.04751 0.15392  -0.69
47 H -0.03580 -0.36529 -1.11051  0.24
48 H 0.84262 1.41907 -1.14630  0.24
49 H -0.72451 0.95729 -2.30477  0.26
50 H -2.76321 0.34016 0.63405  0.22
51 H -1.74132 -0.91197 0.62622  0.22
52 H -2.54834 -0.29130 -0.79547  0.22

Atoms 1-6, force components in eV/Å:
-2.369 0.200 5.589
-4.619 -2.390 -5.060
2.381 -3.063 -4.513
-0.530 2.550 4.677
-2.398 -3.370 -5.705
3.828 5.260 4.023

---

No. 3
This record from the OMol25 dataset describes a structure of composition C21H19BaCl3N7S2Se4Si in a non-equilibrium geometry. The level of theory is the ωB97M-V functional and the def2-TZVPD basis.

Computed properties:
**Strongest force on any atom**: 4.02 eV/Å
**DFT total energy**: -13292.92864 Ha
**Orbital gap**: 6.369 eV
**Highest occupied orbital energy**: -4.56 eV
**Relative energy (zero: lowest compared OMol25 entry of this formula, charge and spin)**: 131.2 kJ/mol
**Charge**: -1

Last column: natural (NBO) charge in e.
Cartesian coordinates (Å):
1 Ba -6.22884 -4.30287 20.36820  1.70
2 Se -5.98413 -1.40844 20.95783  -0.70
3 Se -4.90499 -2.60028 22.59801  -0.19
4 Se -2.78265 -3.17369 21.84600  -0.07
5 Se -3.14221 -5.27122 20.74228  -0.78
6 C -5.08892 -8.76510 21.76827  -0.67
7 C -5.36014 -7.75591 22.75009  0.09
8 N -6.34619 -6.94975 22.58539  -0.51
9 C -6.43458 -6.08468 23.70704  0.11
10 C -5.50572 -6.27475 24.68736  -0.46
11 S -4.48081 -7.52754 24.18931  0.48
12 C -7.60366 -5.17025 23.74419  0.09
13 C -8.25470 -4.82283 24.85851  -0.42
14 S -9.51342 -3.68869 24.47555  0.40
15 C -9.18171 -3.94730 22.78138  0.14
16 N -8.18987 -4.75401 22.60437  -0.54
17 C -9.85619 -3.20758 21.68926  -0.67
18 H -4.03579 -9.07709 21.84015  0.23
19 H -5.43189 -8.33882 20.76212  0.26
20 H -5.71924 -9.62178 21.87823  0.23
21 H -5.20838 -5.64156 25.52613  0.26
22 H -8.05514 -5.13099 25.90541  0.25
23 H -10.33687 -4.04904 21.17543  0.26
24 H -9.04919 -2.69028 21.14752  0.26
25 H -10.58983 -2.51567 22.01184  0.23
26 Cl -9.97794 -4.16051 15.58285  -0.54
27 Si -9.52096 -4.01613 17.68316  0.68
28 Cl -11.63022 -3.92029 18.25368  -0.54
29 Cl -9.17464 -1.83478 17.55929  -0.54
30 N -7.17064 -7.38602 9.14076  -0.33
31 C -7.09357 -7.08819 10.26419  0.29
32 C -6.91678 -6.72417 11.62227  -0.22
33 C -7.55635 -5.65130 12.18115  -0.14
34 C -7.20529 -5.13971 13.40689  -0.23
35 C -6.06954 -5.71143 14.07084  0.27
36 C -5.49322 -6.89262 13.51192  -0.27
37 C -5.91170 -7.34301 12.26026  -0.14
38 N -5.64885 -5.19877 15.26149  -0.40
39 C -4.38769 -5.31851 15.80912  -0.10
40 C -4.60279 -5.11827 17.12975  -0.09
41 N -5.93066 -4.91120 17.40959  -0.52
42 C -6.53782 -5.02571 16.28890  0.20
43 H -8.23353 -5.14660 11.55560  0.22
44 H -7.75532 -4.30113 13.85761  0.26
45 H -4.62772 -7.35344 13.95388  0.22
46 H -5.29987 -8.17895 11.73839  0.23
47 H -3.52596 -5.52917 15.22840  0.22
48 H -3.83420 -5.09263 17.91430  0.24
49 H -7.63828 -4.82655 16.15422  0.24
50 N -8.46928 -7.21090 20.44872  -0.43
51 C -9.81578 -7.48812 20.17939  -0.04
52 C -10.08191 -7.34938 18.83185  -0.35
53 C -8.73689 -7.12552 18.25777  -0.02
54 N -7.83515 -7.04233 19.19109  -0.32
55 H -7.93980 -7.11466 21.33398  0.46
56 H -10.42737 -7.76552 21.01496  0.21
57 H -11.13888 -7.35104 18.36855  0.26
58 H -8.33061 -7.13283 17.23913  0.22

Atoms 1-6, force components in eV/Å:
-0.467 -1.414 -0.992
-0.267 0.962 -0.251
0.169 0.069 0.996
0.026 -0.585 -0.362
0.014 0.334 0.245
0.663 -0.332 -2.357

---

No. 4
This record from the OMol25 dataset describes a structure of composition C21H19Cl5F3GeNO10P2RuS. The level of theory is the ωB97M-V functional and the def2-TZVPD basis.

Computed properties:
**Strongest force on any atom**: 0.44 eV/Å
**DFT total energy**: -7472.03069 Ha
**2S+1**: 6
**Orbital gap (alpha / beta)**: 9.269 / 5.879 eV
**Highest occupied orbital energy (alpha / beta)**: -11.70 / -11.58 eV
**Relative energy (zero: lowest compared OMol25 entry of this formula, charge and spin)**: 0.0 kJ/mol
**Charge**: +1
**<S²>**: 8.80

Last column: Mulliken spin population.
Cartesian coordinates (Å):
1 Ru 0.90448 0.16018 0.02698  3.44
2 Cl 7.36295 3.89090 0.10315  0.08
3 C 5.76834 3.35735 0.26769  0.27
4 C 5.36135 2.16464 -0.38083  -0.06
5 Cl 6.47778 1.28216 -1.32071  -0.01
6 C 4.06775 1.73002 -0.24780  0.14
7 Cl 3.51742 0.30798 -1.00954  0.07
8 C 3.10504 2.45737 0.55166  0.11
9 O 1.93279 2.07292 0.70115  0.36
10 C 3.56169 3.67667 1.19163  0.17
11 Cl 2.41977 4.52008 2.12312  0.04
12 C 4.85538 4.10672 1.05023  -0.07
13 Cl 5.37915 5.54131 1.81477  -0.01
14 N -1.54647 -1.47734 3.89142  0.00
15 C -0.52931 -1.85360 2.80268  0.01
16 C 0.18866 -3.10319 3.28842  0.00
17 P 0.52048 -0.31127 2.73890  0.01
18 O 0.62244 -0.08174 4.32874  0.00
19 O 1.87897 -0.40731 2.11646  0.08
20 O -0.41005 0.67789 2.08517  0.07
21 P -1.57063 -2.24256 1.28106  0.01
22 O -3.03078 -1.85135 1.85714  0.00
23 O -1.49762 -3.65104 0.92308  0.00
24 O -1.30816 -1.16078 0.19823  0.04
25 H -1.05155 -1.36826 4.77930  0.00
26 H -2.26743 -2.19531 3.97094  0.00
27 H -2.00897 -0.59177 3.66443  0.00
28 H 0.69498 -2.90030 4.23556  0.00
29 H 0.92873 -3.39175 2.54710  0.00
30 H -0.50400 -3.93623 3.41181  0.00
31 H 1.46986 0.28222 4.61247  0.00
32 H -3.67105 -2.53130 1.60275  0.00
33 F 1.23546 -4.23816 -2.92929  0.00
34 C 0.71945 -3.99270 -1.73275  0.00
35 F -0.57127 -3.69797 -1.87919  0.00
36 F 0.83671 -5.07634 -0.97485  0.00
37 S 1.61210 -2.60400 -0.91553  0.00
38 O 1.06719 -1.39034 -1.60790  0.10
39 O 3.00039 -2.84082 -1.14027  0.01
40 O 1.14926 -2.56501 0.45695  0.04
41 Ge -2.35165 0.28235 -0.40460  -0.01
42 C -3.20161 -0.42927 -1.96516  0.00
43 C -2.51667 -1.30238 -2.80988  0.00
44 C -3.13101 -1.78417 -3.95425  0.00
45 C -4.42691 -1.39440 -4.26447  0.00
46 C -5.11444 -0.52251 -3.43231  0.00
47 C -4.50294 -0.04218 -2.28361  0.00
48 C -1.05208 1.68318 -0.74493  0.13
49 C -1.11680 2.84390 0.04649  0.00
50 C -0.39155 3.96824 -0.29125  0.01
51 C 0.44003 3.96288 -1.41206  0.01
52 C 0.54952 2.82393 -2.18604  0.04
53 C -0.19767 1.69034 -1.85872  -0.08
54 H -3.27707 0.69381 0.73556  0.00
55 H -1.50729 -1.61799 -2.57359  0.00
56 H -2.60180 -2.46848 -4.60350  0.00
57 H -4.90553 -1.77446 -5.15730  0.00
58 H -6.12477 -0.22183 -3.67379  0.00
59 H -5.05426 0.63066 -1.63569  0.00
60 H -1.74059 2.86008 0.93113  0.00
61 H -0.46835 4.86097 0.31461  0.00
62 H 0.99328 4.85490 -1.67581  0.00
63 H 1.18882 2.80227 -3.05860  0.00
64 H -0.15995 0.83218 -2.52659  -0.01

Atoms 1-6, force components in eV/Å:
-0.009 -0.334 0.237
-0.014 -0.006 -0.002
0.002 -0.017 -0.012
-0.096 -0.022 0.017
0.013 -0.025 -0.024
0.079 0.021 -0.020

---

No. 5
This record from the OMol25 dataset describes a structure of composition C21H19ClN2O7STi. The level of theory is the ωB97M-V functional and the def2-TZVPD basis.

Computed properties:
**Strongest force on any atom**: 0.91 eV/Å
**DFT total energy**: -3155.55016 Ha
**2S+1**: 2
**Orbital gap (alpha / beta)**: 8.251 / 9.013 eV
**Highest occupied orbital energy (alpha / beta)**: -11.62 / -12.31 eV
**Relative energy (zero: lowest compared OMol25 entry of this formula, charge and spin)**: 15.4 kJ/mol
**Charge**: +1
**<S²>**: 0.75

Last column: Mulliken spin population.
Cartesian coordinates (Å):
1 Ti 0.89603 1.89398 -0.80597  1.02
2 O -0.19753 5.40291 3.58552  0.00
3 C -0.00722 4.19801 4.08366  0.00
4 O -0.05612 3.97024 5.26095  0.00
5 C 0.26576 3.08885 3.10510  0.01
6 C 0.44987 1.75115 3.45702  0.00
7 Cl 0.35789 1.11993 5.01862  0.00
8 N 0.67700 1.01725 2.32272  -0.01
9 N 0.60355 1.84947 1.25535  -0.01
10 C 0.36513 3.08303 1.70941  0.03
11 C 0.34306 4.17890 0.67640  -0.01
12 O 0.08730 5.32167 0.99340  0.00
13 O 0.63509 3.77288 -0.52264  -0.01
14 C 0.93760 -0.37157 2.09839  -0.01
15 C 0.91562 -0.87859 0.79599  0.03
16 C 1.15572 -2.22266 0.55740  0.01
17 C 1.43312 -3.08660 1.60397  0.00
18 C 1.48173 -2.58137 2.88984  0.00
19 C 1.24259 -1.23908 3.14404  0.00
20 H -0.10642 5.45110 2.60126  0.00
21 H 0.73495 -0.26978 -0.09009  -0.04
22 H 1.13087 -2.58389 -0.46161  0.00
23 H 1.62688 -4.13286 1.41660  0.00
24 H 1.71633 -3.22996 3.72180  0.00
25 H 1.31182 -0.89310 4.15713  0.00
26 C 4.89482 1.36578 -2.41299  0.00
27 O 3.51485 1.59792 -2.82308  0.01
28 C 2.60424 1.68450 -1.92776  -0.01
29 O 2.80412 1.51216 -0.68216  -0.01
30 H 5.48246 2.19790 -2.79073  0.00
31 H 5.21113 0.43765 -2.88082  0.00
32 H 4.96065 1.30357 -1.32847  0.00
33 C -2.30778 -5.05975 -1.52644  0.00
34 C -2.19556 -3.58947 -1.77873  0.00
35 C -1.86500 -3.09771 -3.03683  0.00
36 C -1.75874 -1.73413 -3.26214  0.00
37 C -2.00029 -0.85582 -2.21550  0.00
38 C -2.32671 -1.32433 -0.94380  0.00
39 C -2.41829 -2.68362 -0.73569  0.00
40 S -1.82356 0.86627 -2.55632  0.00
41 C -3.40489 1.53249 -2.04117  0.00
42 O -0.89486 1.38907 -1.43969  0.02
43 H -2.21418 -5.63017 -2.44735  0.00
44 H -3.26704 -5.29936 -1.06795  0.00
45 H -1.52776 -5.39037 -0.83909  0.00
46 H -1.68856 -3.78684 -3.85143  0.00
47 H -1.49570 -1.35785 -4.24199  0.00
48 H -2.48986 -0.63544 -0.12378  0.00
49 H -2.67010 -3.05750 0.24823  0.00
50 H -3.63783 1.21717 -1.02603  0.00
51 H -4.15704 1.17174 -2.74053  0.00
52 H -3.32912 2.61622 -2.10196  0.00

Atoms 1-6, force components in eV/Å:
-0.238 0.139 -0.864
0.003 0.053 0.105
-0.047 0.069 0.056
0.017 -0.030 -0.028
-0.094 -0.229 -0.128
0.045 -0.001 -0.228

---

Question: The lowest relative energy (zero: lowest compared OMol25 entry of this formula, charge and spin) belongs to which entry?
Answer: C21H19Cl5F3GeNO10P2RuS

---

Question: Which formula does entry 4 have?
Answer: C21H19Cl5F3GeNO10P2RuS